No. 1
A molecular structure, C10H29N2O5Pd at a distorted geometry. Source: the OMol25 dataset; level of theory: ωB97M-V/def2-TZVPD.

Properties
⟨S²⟩: 3.7592
HOMO-LUMO gap (spin up / spin down): 10.8662 / 7.0237 eV
spin multiplicity: 4
HOMO level (spin up / spin down): -16.2 / -16.9 eV
energy relative to the best compared isomer or geometry (same formula, charge and spin): 13.1 kcal/mol
E: -27516.918 eV
net charge: +2

```
47
Properties=species:S:1:pos:R:3:forces:R:3:mulliken_spin:R:1
Pd -19.57331 -11.40827 -10.22319 1.330 -1.524 0.905 1.521
O -19.24079 -10.01298 -8.66744 0.076 -0.196 -0.059 1.051
H -19.29055 -9.21186 -9.22446 0.019 0.379 0.372 -0.024
C -23.64381 -13.03310 -10.05602 1.129 0.057 -1.617 0.004
C -22.31205 -12.29015 -10.50979 -2.597 0.183 0.747 0.003
C -22.56536 -10.76830 -10.53727 0.976 -0.354 1.350 -0.004
O -21.23118 -10.16161 -10.68264 -1.117 -0.459 -1.023 0.070
C -21.19113 -8.80898 -11.09593 -0.241 0.964 0.679 0.003
N -21.25315 -12.70778 -9.56121 -0.157 -0.125 -0.418 0.124
H -23.71535 -13.14640 -8.97429 -0.262 0.707 0.009 0.000
H -23.63006 -14.06177 -10.41621 0.112 -0.047 -0.210 -0.001
H -24.48803 -12.56064 -10.55819 -0.246 -0.016 0.555 0.001
H -22.07408 -12.41257 -11.56642 0.457 -1.145 0.206 -0.001
H -22.98960 -10.38103 -9.61091 -0.015 0.008 0.144 0.002
H -23.25979 -10.52922 -11.34269 0.402 0.133 -0.272 0.001
H -21.72966 -8.60411 -12.02119 0.085 -0.274 -0.058 0.002
H -20.15355 -8.48447 -11.17471 0.079 -0.227 -0.289 0.003
H -21.62499 -8.21896 -10.28862 -0.218 0.266 -0.099 0.003
H -21.13186 -13.70793 -9.63259 0.889 -0.583 -1.433 -0.003
H -21.70981 -12.87908 -8.67678 -0.168 1.620 1.045 0.002
C -17.17894 -9.95303 -13.53013 0.052 -0.397 -1.130 0.008
C -18.15848 -10.79412 -12.63443 0.226 2.367 -0.344 -0.028
C -18.42296 -12.19612 -12.98451 0.023 -0.799 -0.695 0.007
O -19.45551 -12.71095 -12.10927 -0.823 0.950 -0.874 0.051
C -19.78750 -14.04058 -12.56742 1.144 -0.484 1.022 0.005
N -17.72285 -10.75313 -11.21526 0.026 1.074 -1.365 0.144
H -16.26612 -10.41693 -13.90382 -0.091 -0.889 0.348 -0.001
H -16.76240 -9.01744 -13.15695 -0.582 0.047 1.007 0.000
H -17.63361 -9.60990 -14.45946 -0.509 -0.262 0.025 0.000
H -19.13483 -10.31317 -12.69388 -0.075 0.377 -0.063 0.003
H -17.52883 -12.80799 -12.86510 0.072 -0.160 -0.171 -0.001
H -18.77886 -12.23324 -14.01410 0.041 -0.223 -0.061 0.001
H -18.95012 -14.55623 -12.09731 -0.095 -1.111 -0.846 0.000
H -19.80553 -14.08270 -13.65646 0.094 -0.044 0.152 0.003
H -20.68840 -14.50568 -12.16722 -0.254 0.803 0.179 0.000
H -16.93221 -11.37750 -11.28700 0.341 -1.762 0.914 0.002
H -17.08372 -9.97186 -11.25063 -0.662 1.432 1.077 0.007
C -15.62653 -13.02060 -10.07822 0.192 0.938 -0.917 -0.003
C -16.89793 -13.84663 -9.95082 2.933 -0.296 -0.901 0.005
O -17.95278 -13.12326 -9.48124 -2.378 1.350 1.600 0.032
O -15.58922 -12.30832 -11.33831 -0.002 -0.328 -0.158 0.002
H -14.71218 -13.61291 -10.04290 -0.214 -0.228 0.331 0.000
H -15.63114 -12.23143 -9.32636 0.122 -0.397 0.607 0.001
H -16.54446 -14.53626 -9.18429 -0.695 -0.942 -0.409 0.004
H -17.21076 -14.22748 -10.92304 0.557 -0.750 0.149 0.000
H -18.07276 -13.40405 -8.57110 -0.381 0.365 0.225 -0.001
H -14.86568 -11.68034 -11.27710 0.403 0.003 -0.236 0.000
```
Forces are in eV/Å.

No. 2
A molecular structure, C33H20ClN3O8Re at a distorted geometry. Source: the OMol25 dataset; level of theory: ωB97M-V/def2-TZVPD.

Properties
⟨S²⟩: 1.0110
HOMO-LUMO gap (spin up / spin down): 6.7210 / 6.5875 eV
spin multiplicity: 2
HOMO level (spin up / spin down): -8.1 / -7.9 eV
energy relative to the best compared isomer or geometry (same formula, charge and spin): 35.4 kcal/mol
E: -70043.200 eV
net charge: 0

```
66
Properties=species:S:1:pos:R:3:forces:R:3:mulliken_spin:R:1
Re -0.37219 -0.32982 -0.66878 0.564 1.558 0.043 1.139
O -5.99982 0.81060 -0.54026 0.243 -0.090 0.059 0.000
C -5.37632 1.97128 -0.69199 0.029 -0.130 0.005 0.001
O -5.97745 2.99934 -0.83867 -0.072 0.004 0.000 0.000
C -3.87269 1.96309 -0.69120 -0.212 -0.152 -0.014 0.004
C -3.08595 3.05309 -1.00704 0.226 0.270 -0.175 0.004
Cl -3.64969 4.55335 -1.54730 -0.159 -0.066 -0.097 0.002
N -1.76859 2.72404 -0.90809 0.278 -0.041 0.001 -0.017
N -1.68574 1.40569 -0.54713 -0.017 0.302 0.350 0.029
C -2.93769 0.96647 -0.40957 -0.009 0.018 -0.052 -0.002
C -3.07740 -0.45034 0.03732 0.415 -0.082 0.326 0.007
O -4.13401 -1.03862 0.07010 -0.336 0.139 -0.015 0.026
O -1.92699 -0.97355 0.39603 -0.403 -0.261 0.045 0.022
C -0.58416 3.57803 -1.04192 -0.394 -0.187 0.049 0.011
C 0.66322 2.99214 -1.14359 0.135 -0.029 -0.193 0.015
C 1.80174 3.77263 -1.25708 0.008 0.025 -0.001 -0.004
C 1.70797 5.15358 -1.27442 0.015 -0.018 0.005 0.001
C 0.45829 5.73863 -1.16115 -0.061 -0.027 -0.013 0.000
C -0.68784 4.96513 -1.04033 0.092 0.100 0.166 0.001
H -5.38363 0.05634 -0.35667 -0.030 0.095 -0.012 0.000
H 0.77124 1.92625 -1.14354 -0.028 -0.102 -0.023 -0.041
H 2.76382 3.28093 -1.33267 -0.010 0.009 -0.006 -0.003
H 2.59524 5.76497 -1.37004 -0.007 0.002 0.009 0.000
H 0.35741 6.81573 -1.16143 -0.001 -0.003 0.012 0.000
H -1.62907 5.46621 -0.92979 0.081 0.021 0.070 0.000
C 1.33183 -0.00059 0.03975 -0.592 -0.163 0.331 -0.409
C 2.54927 0.17486 0.34301 -0.538 -0.036 -0.121 0.387
C 3.82819 0.39850 0.61694 0.443 0.129 0.132 -0.076
C 4.83250 0.32456 -0.46925 -0.001 0.054 0.193 -0.018
C 6.17558 0.07947 -0.18053 0.052 -0.047 -0.037 -0.047
C 7.10826 -0.01643 -1.20198 -0.047 0.004 0.017 0.022
C 6.71346 0.14080 -2.52247 -0.009 0.003 -0.026 -0.041
C 5.37729 0.38003 -2.82035 0.002 -0.024 0.049 0.028
C 4.44343 0.46243 -1.80197 -0.016 0.032 -0.112 -0.019
C 4.20986 0.73057 2.01386 0.045 -0.011 -0.136 -0.008
C 5.15884 1.71766 2.28179 -0.027 0.038 0.020 -0.033
C 5.47225 2.05089 3.59035 -0.012 -0.030 -0.019 0.016
C 4.85645 1.39009 4.64491 -0.008 -0.006 -0.011 -0.027
C 3.91002 0.40788 4.38563 0.009 0.032 -0.018 0.017
C 3.58079 0.08852 3.07819 -0.008 -0.061 0.041 -0.023
H 6.48587 -0.06265 0.84534 0.013 0.008 0.014 -0.002
H 8.14383 -0.22198 -0.96464 0.003 0.006 0.000 0.000
H 7.44265 0.06674 -3.31882 -0.005 0.010 -0.001 -0.003
H 5.05970 0.49471 -3.84817 -0.001 -0.018 -0.004 0.001
H 3.39829 0.62482 -2.03910 0.022 0.005 0.008 -0.005
H 5.63074 2.24257 1.46119 0.025 -0.012 0.001 0.000
H 6.19822 2.82909 3.78663 0.005 -0.003 0.001 0.000
H 5.11140 1.64198 5.66600 -0.001 0.002 -0.001 -0.002
H 3.42720 -0.11119 5.20302 -0.008 0.004 0.000 0.000
H 2.83923 -0.67319 2.87086 0.008 -0.002 0.009 -0.004
O 2.00903 -2.33839 -3.08535 -0.021 0.061 0.033 0.006
C 1.13250 -2.39805 -2.26769 0.429 0.153 -0.404 0.012
O 0.31241 -1.34452 -2.06279 0.027 -1.492 -0.583 0.018
C 0.84649 -3.66555 -1.52215 -0.123 0.037 0.038 -0.009
C 1.26009 -4.85356 -2.12245 0.003 -0.012 -0.006 -0.002
C 1.02660 -6.07313 -1.50874 0.011 -0.003 0.016 0.000
C 0.38802 -6.12323 -0.27753 0.037 -0.073 -0.091 0.000
C 0.01421 -4.93216 0.30639 -0.105 -0.004 0.223 0.005
C 0.22443 -3.70407 -0.28468 -0.011 0.077 0.089 0.037
N -0.63404 -4.96538 1.63931 0.101 0.012 -0.152 0.000
O -0.65976 -3.93298 2.27275 -0.024 0.045 0.013 0.000
O -1.08911 -6.02702 2.00998 0.002 -0.059 0.026 0.000
H 1.76392 -4.79809 -3.07755 0.001 -0.010 0.002 0.000
H 1.34692 -6.98925 -1.98554 -0.009 0.004 -0.007 0.000
H 0.18924 -7.05562 0.23005 -0.006 0.001 -0.011 0.000
H -0.07865 -2.81371 0.25219 -0.009 -0.005 -0.057 -0.017
```
Forces are in eV/Å.

No. 3
A molecular structure, C8H5CuN2O5 at a distorted geometry. Source: the OMol25 dataset; level of theory: ωB97M-V/def2-TZVPD.

Properties
⟨S²⟩: 0.7562
HOMO-LUMO gap (spin up / spin down): 6.9443 / 8.1977 eV
spin multiplicity: 2
HOMO level (spin up / spin down): -12.6 / -13.7 eV
E: -66221.767 eV
net charge: +1

```
21
Properties=species:S:1:pos:R:3:forces:R:3:mulliken_spin:R:1
O -0.17835 5.37678 -1.62242 0.261 -2.225 0.890 0.000
C -0.05711 4.32143 -1.20445 -0.259 2.181 -0.879 0.000
Cu -0.23017 -0.67469 -1.10791 0.387 -1.397 3.210 0.144
C -0.06049 -2.55132 -1.05285 0.494 -5.468 1.113 0.005
O 0.04391 -3.65712 -0.74067 -0.283 3.676 -1.114 0.004
C 0.84785 0.00693 -2.97346 -1.820 2.492 -1.718 0.093
O 1.06568 0.32675 -4.10424 -0.875 -0.890 1.364 0.030
C 1.72125 -0.48881 -1.95785 3.335 -1.619 1.480 0.508
O 2.88003 -0.59394 -1.73836 -1.352 0.640 -0.351 0.225
C -2.12587 -0.49001 -1.15499 -5.666 1.624 1.146 0.007
O -3.20318 -0.13859 -0.94342 3.649 -1.278 -0.843 0.001
H -0.46122 0.08818 -2.28308 1.969 1.917 -4.205 -0.022
N -0.17699 -1.29633 1.89377 -0.025 0.097 -0.382 0.003
C -0.11554 -0.75892 3.12340 0.084 0.716 -0.387 0.001
C 0.06961 0.60371 2.95015 -0.006 -0.125 -0.141 0.000
C 0.11506 0.81853 1.56220 -0.138 -0.788 0.498 -0.004
N -0.04274 -0.34608 0.91899 0.181 0.029 0.333 0.002
H -0.29250 -2.28705 1.68466 0.076 0.608 -0.081 0.000
H -0.21023 -1.36151 4.01327 0.028 0.030 -0.082 0.000
H 0.15812 1.35227 3.71296 0.021 0.028 0.128 0.000
H 0.25287 1.74983 1.02431 -0.059 -0.248 0.021 0.001
```
Forces are in eV/Å.